Here is C27H39AuO9Si as an isolated structure at a distorted geometry from the Open Molecules 2025 dataset. Energies are from the ωB97M-V functional and the def2-TZVPD basis.

Positions of all 77 atoms, in Å:
Au: 0.1787 -0.2640 1.4360
O: -4.7966 1.9583 4.9297
C: -3.8931 1.6690 4.1646
C: -4.0390 0.9421 2.8622
O: -5.0949 0.6054 2.3371
C: -2.6798 0.6625 2.3843
C: -1.7243 1.2346 3.3029
O: -0.4696 1.1103 3.2030
C: -2.4328 1.9242 4.3875
O: -1.9450 2.5508 5.3215
O: -2.3576 -0.0128 1.3799
C: 0.1213 -4.5412 2.5466
C: -0.4749 -3.1621 2.1969
C: -1.3462 -3.2881 0.9400
C: 0.5710 -2.0983 1.9531
C: -1.2691 -2.6097 3.3917
C: -0.5884 -2.3182 4.5773
C: -1.2422 -1.7330 5.6529
C: -2.5944 -1.4293 5.5596
C: -3.2812 -1.7195 4.3874
C: -2.6230 -2.3040 3.3103
H: 0.7222 -4.9168 1.7090
H: -0.6727 -5.2654 2.7527
H: 0.7620 -4.4804 3.4312
H: -0.7289 -3.6076 0.0961
H: -1.8021 -2.3251 0.6920
H: -2.1302 -4.0376 1.0984
H: 1.5738 -2.4124 2.3033
H: 0.4798 -2.5098 4.6443
H: -0.6868 -1.4723 6.5460
H: -3.0992 -0.9228 6.3738
H: -4.3211 -1.4306 4.2799
H: -3.1664 -2.4521 2.3865
C: 3.4874 -0.7218 -0.8564
C: 3.7626 0.1996 -2.0509
C: 5.0715 0.9449 -1.8337
C: 3.8345 -0.6173 -3.3407
O: 2.7600 1.1978 -2.1960
Si: 1.1429 1.0697 -1.7729
O: 0.9289 0.9997 -0.2314
O: 0.4344 2.3743 -2.5312
C: 0.7404 3.7583 -2.3916
C: 1.2112 4.0790 -0.9699
C: 1.8189 4.1357 -3.4056
C: -0.5459 4.5081 -2.6976
O: 0.6144 -0.2450 -2.6537
C: -0.7262 -0.6259 -2.9776
C: -1.0969 0.0060 -4.3177
C: -1.7214 -0.2071 -1.8947
C: -0.7062 -2.1423 -3.1023
H: 4.3407 -1.3896 -0.6980
H: 2.5891 -1.3270 -1.0295
H: 3.3037 -0.1323 0.0467
H: 5.9083 0.2447 -1.7423
H: 5.0069 1.5428 -0.9201
H: 5.2608 1.6168 -2.6763
H: 4.5664 -1.4267 -3.2458
H: 4.1236 0.0271 -4.1774
H: 2.8505 -1.0427 -3.5524
H: 2.1709 3.5918 -0.7613
H: 0.4914 3.7027 -0.2382
H: 1.3274 5.1611 -0.8473
H: 2.6884 3.4889 -3.2646
H: 2.1207 5.1813 -3.2811
H: 1.4423 3.9924 -4.4239
H: -1.3128 4.2358 -1.9677
H: -0.9052 4.2376 -3.6953
H: -0.3855 5.5900 -2.6571
H: -1.0092 1.0929 -4.2428
H: -2.1233 -0.2556 -4.5964
H: -0.4142 -0.3459 -5.0992
H: -1.8126 0.8839 -1.8469
H: -1.3932 -0.5456 -0.9088
H: -2.7090 -0.6304 -2.0988
H: 0.0366 -2.4441 -3.8479
H: -1.6883 -2.5219 -3.4023
H: -0.4344 -2.5855 -2.1396

## Properties
HOMO-LUMO gap = 5.1 eV
Energy relative to the best compared isomer or geometry (same formula, charge and spin) = 58.16 kJ/mol
E_LUMO = 4.261 eV
2S+1 = 1
Charge = -2